Entry 1:
Formula: C3H9O2P
Source: the Open Molecules 2025 dataset
Level of theory: ωB97M-V/def2-TZVPD

Geometry (Å):
C: 2.5476 -0.4341 -0.0727
C: -2.6399 0.3660 0.4694
C: 1.2366 0.1122 0.3319
O: -0.5546 -1.3013 -1.3998
O: -1.4472 0.3886 0.9869
P: -0.1073 -0.0034 -0.9441
H: 2.9344 0.2180 -0.7633
H: 3.1557 -0.6000 0.8101
H: 2.3651 -1.3540 -0.6318
H: -3.3298 0.0702 1.2179
H: -2.9017 -0.5356 -0.2252
H: -2.9545 1.3540 0.0383
H: 1.1558 1.0931 0.8237
H: 0.8509 -0.5775 1.0464
H: -0.3110 1.2040 -1.6877

Values from the calculation:
Frontier orbital gap (alpha / beta) ... 8.4 / 8.4 eV
Relative energy (zero: lowest compared OMol25 entry of this formula, charge and spin) ... 71.6 kcal/mol
Charge ... 0
Strongest force on any atom ... 5.95 eV Å⁻¹
Electronic energy ... -16637.916 eV
E_LUMO (alpha / beta) ... -0.0157 / -0.0157 Eh

Mulliken atomic charge list, values in e, 5 entries: -1.255 -0.682 -0.341 -0.516 -0.576

Entry 2:
Formula: C3H9O2P2
Source: the Open Molecules 2025 dataset
Level of theory: ωB97M-V/def2-TZVPD

Geometry (Å):
C: -1.2214 0.5925 1.3735
C: 2.3851 -0.1342 -1.6224
C: -1.5234 -0.4416 0.2770
O: 0.0519 1.5732 -1.5435
O: 1.6952 1.3093 0.5181
P: 0.0437 -1.2032 -0.2086
P: 1.0057 0.6697 -0.6841
H: -2.0198 1.3867 1.6009
H: -1.1516 0.1413 2.2923
H: -0.4236 1.1828 1.0669
H: 3.2663 -0.2148 -0.9743
H: 2.1941 -1.1296 -2.0947
H: 2.7949 0.5662 -2.3825
H: -1.7559 0.1339 -0.7660
H: -2.2509 -1.1051 0.5757
H: 0.5555 -1.3275 1.0275

Values from the calculation:
Frontier orbital gap ... 8.5 eV
Relative energy (zero: lowest compared OMol25 entry of this formula, charge and spin) ... 10.9 kcal/mol
Charge ... -1
SMILES ... CCP[P@@](C)(=O)[O-]
Strongest force on any atom ... 4.36 eV Å⁻¹
Electronic energy ... -25931.562 eV
E_LUMO ... 0.1531 Eh

Mulliken atomic charge list, values in e, 5 entries: -1.070 -1.151 -0.577 -0.765 -0.769

Among the records above, which one has the lowest relative energy (zero: lowest compared OMol25 entry of this formula, charge and spin)?
C3H9O2P2

strongest force on any atom of number 2 (C3H9O2P2)?
4.36 eV Å⁻¹

Which value of electronic energy does entry 2 give?
-25931.562 eV